Record 1
Here is C16H22ClFHfN4O9 as an isolated structure at a distorted geometry from the Open Molecules 2025 dataset. Energies are from wB97M-V/def2-TZVPD.

Each line ends with the Mulliken charge.
CARTESIAN COORDINATES (ANGSTROEM)
Hf: -1.2155 -0.1141 0.4846  2.41
C: -1.7272 5.1348 1.6157  -0.89
N: -1.2969 3.7842 2.0480  0.05
C: -0.8004 3.5687 3.4307  -0.77
C: -1.3363 2.7826 1.2291  0.75
O: -0.9701 1.6107 1.5866  -1.08
C: -1.8274 2.9636 -0.2016  -0.95
O: -1.5861 1.7677 -0.9678  -0.50
C: -0.6713 1.8596 -2.0744  -1.14
C: 0.5397 0.9971 -1.7455  1.28
O: 0.5216 0.4614 -0.5968  -0.89
N: 1.5178 0.8531 -2.5890  0.11
C: 2.7222 0.0668 -2.2598  -1.10
C: 1.5202 1.4828 -3.9236  -0.99
H: -1.8359 5.7536 2.4988  0.32
H: -2.6916 5.0827 1.1149  0.37
H: -0.9772 5.5798 0.9633  0.36
H: -0.7886 4.5294 3.9320  0.30
H: 0.2023 3.1523 3.3982  0.33
H: -1.4645 2.8834 3.9511  0.33
H: -1.3436 3.8156 -0.6759  0.60
H: -2.9036 3.1384 -0.1958  0.40
H: -0.3801 2.8944 -2.2477  0.55
H: -1.1960 1.4913 -2.9542  0.50
H: 2.6474 -0.3254 -1.2526  0.23
H: 3.5884 0.7200 -2.3439  0.38
H: 2.8121 -0.7438 -2.9805  0.43
H: 0.5773 1.9735 -4.1351  0.37
H: 1.6895 0.7083 -4.6681  0.36
H: 2.3272 2.2115 -3.9721  0.37
F: 4.3272 -2.7709 -1.7018  -0.36
C: 3.6248 -3.2855 -0.6964  0.29
C: 2.3029 -3.3503 -0.7335  -0.12
N: 1.5658 -3.8694 0.3275  0.13
C: 0.1268 -3.8123 0.2759  -1.35
C: -0.2968 -2.3749 0.2957  1.47
O: -1.0732 -1.8812 -0.6157  -0.68
O: 0.1110 -1.5858 1.2128  -0.64
C: 2.1700 -4.3802 1.4743  0.48
O: 1.5363 -4.8118 2.4043  -0.58
N: 3.5502 -4.3335 1.4441  -0.07
C: 4.3828 -3.7956 0.4567  0.26
O: 5.5767 -3.7632 0.5600  -0.53
H: 1.7426 -3.0223 -1.6008  0.57
H: -0.2538 -4.2736 1.1904  0.43
H: -0.2911 -4.3200 -0.5909  0.34
H: 4.0169 -4.7174 2.2553  0.25
Cl: -4.5155 -2.9719 -0.0341  -0.11
C: -4.6934 -1.6870 1.1861  -0.57
C: -3.4605 -0.8430 1.1613  0.83
O: -3.2788 0.0739 0.2598  -0.67
O: -2.4760 -1.0553 1.9305  -0.54
H: -4.7908 -2.1640 2.1551  0.36
H: -5.5577 -1.0892 0.9147  0.34

The total charge is +2. The value obtained for the energy above the lowest of the compared OMol25 structures with the same formula, charge and spin is 0.619 eV. The calculation puts the HOMO energy at -13.923 eV. As for the HOMO-LUMO gap: 0.2845 hartree.


Record 2
Here is C2H4NO2 as an isolated structure at a distorted geometry from the Open Molecules 2025 dataset. Energies are from wB97M-V/def2-TZVPD.

Each line ends with the Mulliken charge.
CARTESIAN COORDINATES (ANGSTROEM)
C: 0.4989 -0.2704 0.2890  0.23
C: -0.6931 0.4356 0.6471  -0.93
N: 0.6138 -0.5415 -1.1601  0.89
O: 0.2182 -1.2348 -2.0133  -0.33
O: 1.2531 0.5311 -1.1630  -0.28
H: 1.2730 -0.5850 1.0792  0.36
H: -1.0845 -0.0019 1.5149  0.38
H: -1.6498 0.2545 0.0292  0.35
H: -0.4296 1.4123 0.7769  0.33

The total charge is +1. The value obtained for the energy above the lowest of the compared OMol25 structures with the same formula, charge and spin is 5.996 eV. The calculation puts the HOMO energy at -18.203 eV. As for the HOMO-LUMO gap: 0.4129 hartree.


Record 3
Here is a 5-piece molecular cluster, C24H38O16 overall at a distorted geometry from the Open Molecules 2025 dataset. Energies are from wB97M-V/def2-TZVPD.

Each line ends with the Mulliken charge.
CARTESIAN COORDINATES (ANGSTROEM)
C: 2.4893 6.1598 2.5680  -1.38
C: 1.8954 7.2247 1.6711  0.52
C: 1.9202 6.8654 0.2146  -0.27
O: 1.9947 8.1406 -0.4166  -0.32
C: 2.5924 8.9837 0.4708  0.60
O: 2.9882 10.0798 0.2005  -0.54
O: 2.6818 8.4139 1.7072  -0.35
H: 3.5656 6.0633 2.4042  0.36
H: 2.3578 6.4358 3.6177  0.35
H: 2.0139 5.1904 2.4031  0.33
H: 0.8816 7.4759 2.0021  0.24
H: 1.0207 6.3336 -0.0969  0.20
H: 2.7978 6.2800 -0.0771  0.26
C: -1.6044 -4.9130 -3.6108  -1.46
C: -0.5020 -4.0511 -4.1883  0.54
C: 0.1155 -4.6192 -5.4331  -0.52
O: 1.4402 -4.1022 -5.3834  -0.34
C: 1.7277 -3.8835 -4.0694  0.59
O: 2.8192 -3.6355 -3.6490  -0.53
O: 0.6084 -3.9860 -3.2969  -0.23
H: -1.2058 -5.8545 -3.2244  0.37
H: -2.0757 -4.4045 -2.7657  0.33
H: -2.3728 -5.1291 -4.3564  0.38
H: -0.8667 -3.0314 -4.3541  0.24
H: -0.3935 -4.2865 -6.3385  0.33
H: 0.1675 -5.7128 -5.4360  0.31
C: 2.1332 -7.4016 5.0939  -1.46
C: 2.4787 -6.5922 3.8622  0.48
C: 2.9171 -5.1895 4.1678  -0.52
O: 2.5217 -4.4818 2.9970  -0.24
C: 1.4721 -5.1647 2.4606  0.61
O: 0.7719 -4.7469 1.5843  -0.49
O: 1.3231 -6.3827 3.0530  -0.34
H: 1.2349 -7.0131 5.5804  0.36
H: 1.9137 -8.4354 4.8151  0.36
H: 2.9560 -7.4045 5.8119  0.37
H: 3.2256 -7.1203 3.2596  0.25
H: 3.9947 -5.1142 4.3175  0.30
H: 2.4069 -4.7494 5.0306  0.32
C: -6.2974 3.8020 -3.6982  -1.46
C: -5.5416 3.4946 -2.4231  0.52
C: -4.2429 4.2373 -2.3003  -0.59
O: -3.4560 3.3552 -1.5047  -0.40
C: -3.9371 2.0960 -1.7243  0.64
O: -3.3910 1.0933 -1.3700  -0.50
O: -5.1198 2.1326 -2.4005  -0.35
H: -5.7651 3.4193 -4.5727  0.36
H: -7.2720 3.3072 -3.6861  0.36
H: -6.4564 4.8758 -3.8177  0.37
H: -6.1830 3.6676 -1.5520  0.24
H: -4.3608 5.2009 -1.8034  0.36
H: -3.7342 4.3910 -3.2572  0.29
C: -1.4190 2.7162 0.5833  -0.29
C: -0.1306 2.6732 -0.3468  0.77
O: 0.5571 3.7158 -0.4349  -0.54
O: 0.3098 1.4932 -1.0501  -0.31
C: 1.0321 0.7408 -0.0156  -0.20
C: 1.4877 -0.7136 -0.4969  -0.77
C: 0.3270 -1.8161 -0.4880  -0.42
C: -0.4760 -1.9416 0.8926  -0.55
C: 0.4398 -1.9744 2.2029  -0.36
O: 0.3381 -0.7376 3.0034  -0.36
C: 1.6135 -0.3071 3.4206  0.29
O: 1.7568 0.1892 4.5651  -0.54
H: -1.5547 1.7652 1.2216  0.15
H: -1.3079 3.5825 1.3318  0.31
H: -2.4002 2.8726 0.0262  -0.02
H: 0.3920 0.7088 0.9282  0.04
H: 1.9958 1.3441 0.1930  0.23
H: 1.8108 -0.5948 -1.5999  0.37
H: 2.4140 -1.0734 0.0587  0.34
H: 0.8475 -2.8322 -0.6524  0.24
H: -0.4362 -1.5917 -1.3089  0.24
H: -1.3103 -1.1489 0.9506  0.31
H: -1.0352 -2.9508 0.8698  0.37
H: 0.0160 -2.7976 2.8902  0.34
H: 1.5185 -2.2775 1.9906  0.22
H: 2.5643 -0.3583 2.7790  0.29

The total charge is 0. The value obtained for the energy above the lowest of the compared OMol25 structures with the same formula, charge and spin is 2.714 eV. The calculation puts the HOMO energy at -10.068 eV. As for the HOMO-LUMO gap: 0.3880 hartree. As for the SMILES: C[C@@H]1COC(=O)O1.C[C@@H]1COC(=O)O1.C[C@@H]1COC(=O)O1.C[C@@H]1COC(=O)O1.CC(=O)OCCCCCOC=O.


Record 4
Here is C26H64F6NO28PtS10 as an isolated structure at a distorted geometry from the Open Molecules 2025 dataset. Energies are from wB97M-V/def2-TZVPD.

Each line ends with the Mulliken charge.
CARTESIAN COORDINATES (ANGSTROEM)
Pt: -1.0554 -1.4271 -0.1824  4.88
C: -2.5772 2.5607 -1.5075  0.54
F: -2.7782 3.5448 -2.4195  -0.22
F: -2.4852 3.3450 -0.4239  -0.16
F: -3.6814 1.7684 -1.3658  -0.19
S: -1.0188 1.4250 -1.9343  0.55
O: -1.6502 0.4053 -2.7782  -0.45
O: 0.0149 2.1195 -2.6332  -0.55
N: -0.5661 0.5726 -0.4757  -0.69
S: 0.3712 1.6295 0.2930  0.62
O: 0.1024 3.0354 0.0286  -0.49
O: 0.3624 1.2657 1.6878  -0.44
C: 2.1845 1.2343 -0.3812  0.45
F: 2.9502 0.7572 0.5102  -0.19
F: 2.0230 0.2152 -1.3364  -0.24
F: 2.8730 2.2722 -0.9030  -0.20
O: 1.8594 8.4793 3.8289  -0.60
S: 1.3481 7.2367 3.3136  1.17
O: 0.1762 7.0685 2.4626  -0.61
O: 2.5991 6.4168 2.6561  -0.37
C: 2.2539 5.4818 1.6452  0.25
C: 3.3063 5.7727 0.5867  -1.32
C: 1.1323 6.0532 4.7221  -0.98
H: 1.2642 5.4042 1.1951  0.44
H: 2.5113 4.5210 2.0909  0.01
H: 3.0141 6.3473 -0.2923  0.35
H: 3.7411 4.9464 0.0243  0.24
H: 4.2540 6.2020 0.9116  0.38
H: 2.0805 5.9166 5.2420  0.31
H: 0.7169 5.1629 4.2498  0.25
H: 0.3604 6.3097 5.4477  0.46
O: 0.1984 -1.9813 -1.8836  -0.65
S: 0.6272 -2.4861 -3.2352  0.92
O: 2.0195 -2.2318 -3.6586  -0.48
O: 0.5090 -4.1916 -3.2747  -0.27
C: 1.0783 -5.0734 -4.2331  -0.25
C: 0.1059 -5.4823 -5.3676  -1.10
C: -0.6759 -2.1489 -4.5906  -0.94
H: 1.3520 -5.9997 -3.7279  0.36
H: 1.9483 -4.6301 -4.7176  0.27
H: 0.5584 -6.3539 -5.8404  0.46
H: 0.0448 -4.7193 -6.1437  0.31
H: -0.8747 -5.9353 -5.2218  0.12
H: -0.1266 -2.1782 -5.5316  0.46
H: -1.1558 -1.1704 -4.5777  0.26
H: -1.3377 -3.0021 -4.4415  0.26
O: 7.0856 -0.9937 -3.5453  -0.66
S: 6.0310 -0.1283 -2.8903  1.23
O: 6.0642 0.0796 -1.4427  -0.59
O: 6.0274 1.3225 -3.6044  -0.32
C: 6.1418 1.3006 -5.0612  -0.41
C: 4.8178 1.2138 -5.8833  -0.66
C: 4.3141 -0.7377 -3.2572  -1.15
H: 6.8582 0.5357 -5.3607  0.39
H: 6.5537 2.2510 -5.4005  0.32
H: 4.0628 0.6649 -5.3205  0.03
H: 4.8688 0.6448 -6.8116  0.32
H: 4.3941 2.1863 -6.1338  0.32
H: 3.5751 0.0626 -3.2187  0.37
H: 4.0910 -1.4560 -2.4682  0.26
H: 4.2854 -1.3236 -4.1759  0.59
O: 0.8048 -2.0858 0.5344  -1.51
S: 1.6948 -2.4231 1.6132  0.82
O: 1.8577 -1.5521 2.7647  -0.58
O: 1.2632 -3.8829 2.2114  -0.07
C: 1.9609 -4.3068 3.3517  -0.37
C: 2.1424 -5.8477 3.1405  -1.13
C: 3.3405 -2.8123 0.8481  -1.01
H: 1.2772 -4.1634 4.1885  0.25
H: 2.8417 -3.8439 3.7966  0.49
H: 2.7768 -6.2934 3.9066  0.39
H: 2.6252 -5.9730 2.1713  0.27
H: 1.1262 -6.2419 3.1451  0.31
H: 3.8854 -3.4632 1.5317  0.48
H: 3.7910 -1.8227 0.7720  0.37
H: 3.0892 -3.3045 -0.0914  0.31
O: 0.3687 -1.4593 6.1621  -0.57
S: -0.9939 -1.5085 5.5841  1.26
O: -1.5477 -2.6293 4.8235  -0.65
O: -2.1749 -1.2280 6.7579  -0.39
C: -2.0059 -0.3993 7.9183  0.21
C: -1.1455 -1.1959 8.9172  -1.17
C: -1.1940 0.0584 4.6424  -0.23
H: -2.9669 -0.1126 8.3453  0.37
H: -1.4116 0.4700 7.6371  -0.16
H: -1.6947 -2.0930 9.2030  0.31
H: -0.9338 -0.6814 9.8545  0.41
H: -0.1416 -1.4654 8.5890  0.30
H: -0.7889 0.8711 5.2453  -0.11
H: -2.2557 0.1431 4.4105  0.43
H: -0.6002 -0.2240 3.7730  -0.05
O: -5.2183 3.7542 -6.3526  -0.54
S: -6.2464 2.9969 -5.7424  1.10
O: -7.5385 3.5529 -5.5746  -0.57
O: -6.3991 1.3686 -6.3374  -0.33
C: -5.1862 0.7889 -6.8826  -0.05
C: -5.5854 0.6731 -8.3464  -1.16
C: -5.7731 2.4634 -3.9852  -0.83
H: -4.8972 -0.2029 -6.5347  0.14
H: -4.3118 1.3913 -6.6361  0.38
H: -6.3941 0.0068 -8.6466  0.30
H: -4.6934 0.4619 -8.9363  0.37
H: -5.8376 1.7035 -8.5969  0.28
H: -5.5934 3.3669 -3.4026  0.39
H: -4.8698 1.8545 -3.9489  0.10
H: -6.6867 2.0831 -3.5282  0.40
O: 1.8530 5.2721 7.7372  -0.57
S: 0.6387 4.4452 7.7377  1.15
O: -0.6798 4.9776 7.7666  -0.59
O: 0.7299 3.3806 6.4100  -0.34
C: 1.9769 2.8105 6.1122  -0.39
C: 1.9349 1.9463 4.7905  -1.13
C: 0.7172 3.2917 9.1879  -0.70
H: 2.4963 2.3959 6.9761  0.55
H: 2.6164 3.6695 5.9091  0.33
H: 1.7971 0.8967 5.0502  0.30
H: 2.8989 1.9668 4.2821  0.55
H: 1.2140 2.2671 4.0385  0.12
H: 0.4496 2.3429 8.7231  0.03
H: 0.0229 3.6073 9.9667  0.38
H: 1.7218 3.1564 9.5886  0.34
O: -2.4225 -2.1734 -1.6857  -1.31
S: -3.5019 -2.7922 -2.5134  0.94
O: -3.8263 -2.4019 -3.8625  -0.58
O: -3.2024 -4.4772 -2.5014  -0.21
C: -3.7802 -5.3898 -3.3982  0.01
C: -3.3432 -6.8114 -3.3463  -1.38
C: -5.0323 -2.7863 -1.4169  -1.20
H: -3.5858 -4.8890 -4.3467  0.35
H: -4.8403 -5.5237 -3.1832  0.24
H: -2.3428 -7.0320 -3.7186  0.25
H: -3.9210 -7.4052 -4.0546  0.41
H: -3.5106 -7.2433 -2.3597  0.36
H: -4.6818 -3.2292 -0.4847  0.40
H: -5.8831 -3.3443 -1.8081  0.37
H: -5.4015 -1.8002 -1.1353  0.42

The total charge is +1. The multiplicity is 3. The calculation puts the HOMO energy (alpha / beta) at -12.003 / -12.003 eV. As for the HOMO-LUMO gap (alpha / beta): 0.2770 / 0.2104 hartree.